Below is 9 unconnected molecules or ions with the total composition C65H141N11O9 in a non-equilibrium geometry, with properties calculated with ωB97M-V/def2-TZVPD.

Frontier orbital gap, Ha: 0.2999
Structure (SMILES): CC1(C)CCCC(C)(C)N1O.CC1(C)CCCC(C)(C)N1O.CC1(C)CCCC(C)(C)N1O.CC1(C)CCCC(C)(C)N1O.CC1(C)CCCC(C)(C)N1O.CC1(C)CCCC(C)(C)N1O.CC1(C)CCCC(C)(C)N1O.NC(N)=O.NC(N)=O
Relative energy (zero: lowest compared OMol25 entry of this formula, charge and spin), kcal per mole: 180.06
Energy, eV: -104497.1414
HOMO level, Eh: -0.2976
Spin multiplicity: 1

Atoms and positions in Å:
H (-18.47, -1.55, 21.70)
H (-14.63, -4.98, 18.78)
H (-23.49, -1.73, 26.91)
H (-16.71, -13.28, 24.24)
C (-20.55, 1.79, 25.11)
H (-19.07, 1.03, 22.57)
H (-19.96, -5.19, 23.15)
H (-15.83, -1.99, 19.18)
N (-24.55, -6.41, 30.70)
H (-24.37, -8.32, 22.10)
H (-17.61, -3.01, 22.96)
C (-15.80, -3.12, 31.92)
C (-22.43, -6.95, 20.44)
C (-20.81, -5.28, 22.47)
H (-21.93, -3.56, 28.85)
H (-18.57, -1.61, 20.00)
H (-17.89, 2.39, 22.50)
H (-20.34, -6.59, 30.01)
C (-18.08, -6.03, 27.69)
H (-19.40, 0.25, 30.85)
C (-20.22, -11.08, 22.44)
H (-18.34, -3.40, 28.74)
H (-21.85, 3.41, 25.90)
H (-20.36, -5.26, 21.47)
H (-16.98, 2.49, 26.03)
H (-25.42, 1.25, 28.73)
C (-18.42, -9.25, 21.81)
H (-19.31, -8.87, 21.31)
H (-21.44, -0.01, 25.53)
C (-21.41, 1.96, 23.87)
C (-23.07, -4.18, 22.03)
H (-25.07, -0.32, 32.29)
H (-21.57, -6.75, 23.71)
H (-17.39, 0.71, 22.50)
C (-23.37, -8.14, 22.49)
H (-18.91, -4.16, 24.92)
H (-21.14, 0.88, 33.14)
H (-14.51, -3.44, 22.80)
C (-18.38, -2.97, 31.82)
C (-15.91, -12.56, 24.03)
C (-21.72, 0.26, 31.04)
H (-16.15, -5.00, 31.02)
H (-20.05, -0.41, 29.55)
H (-17.77, -9.61, 21.01)
H (-15.95, 1.89, 24.67)
H (-18.37, -6.88, 27.06)
N (-16.96, -4.07, 20.26)
C (-15.49, -10.27, 22.92)
C (-15.93, -5.05, 20.56)
H (-17.68, -6.04, 35.80)
C (-17.16, -2.86, 32.71)
H (-18.93, -5.77, 33.17)
H (-24.66, -1.30, 30.95)
H (-21.94, -4.12, 23.91)
C (-18.64, -6.28, 29.06)
C (-18.29, -4.85, 25.49)
C (-16.42, -6.45, 20.19)
H (-23.12, -3.46, 27.28)
H (-17.53, -7.01, 32.85)
H (-19.18, 4.04, 25.63)
C (-18.10, 0.12, 25.02)
H (-22.44, -7.15, 28.52)
C (-21.45, -4.44, 29.27)
C (-17.16, -1.38, 33.14)
C (-18.38, -2.24, 20.86)
C (-18.06, 1.55, 24.48)
H (-24.42, 2.57, 29.22)
H (-18.47, -5.79, 24.98)
N (-20.32, -4.94, 27.11)
H (-18.19, -1.08, 33.33)
C (-20.04, -6.60, 28.96)
H (-22.48, 1.81, 23.98)
H (-13.84, -5.53, 20.26)
H (-14.93, -2.62, 32.34)
C (-21.80, -1.20, 31.47)
O (-25.40, -8.38, 30.35)
H (-15.94, -10.27, 25.51)
H (-16.01, -5.35, 35.87)
H (-24.94, 2.21, 32.19)
H (-15.21, -6.45, 32.82)
H (-17.61, 0.03, 25.99)
O (-19.12, 3.69, 24.74)
H (-22.12, 1.88, 26.69)
H (-21.18, -1.34, 32.36)
C (-24.81, -2.80, 27.85)
H (-15.26, -12.50, 24.90)
H (-18.11, -8.82, 25.78)
H (-25.86, -7.25, 28.08)
H (-17.22, -3.38, 27.54)
H (-24.53, -6.62, 31.68)
O (-18.33, -3.51, 34.78)
N (-25.40, -6.70, 28.79)
C (-18.78, -4.78, 26.98)
H (-20.59, -4.09, 29.84)
H (-25.28, -5.71, 28.67)
H (-22.18, -4.35, 20.09)
C (-17.75, -9.34, 24.89)
H (-15.86, -9.25, 22.88)
C (-21.74, 1.22, 32.30)
H (-16.10, -2.68, 30.97)
H (-24.20, -5.53, 30.33)
H (-21.58, -6.40, 20.04)
H (-23.78, -3.55, 20.15)
H (-14.66, -5.68, 22.29)
H (-20.10, 0.43, 26.74)
C (-23.93, -3.14, 22.80)
H (-22.75, -1.37, 31.98)
H (-20.65, -7.27, 22.31)
H (-17.21, -4.74, 25.33)
C (-25.04, 1.77, 29.61)
H (-19.10, -3.05, 21.01)
H (-25.37, -5.39, 22.29)
C (-18.11, 1.41, 22.92)
O (-22.89, -0.15, 28.90)
H (-16.34, -6.87, 35.11)
H (-17.28, -8.52, 24.35)
H (-23.53, -2.14, 22.66)
O (-24.80, -5.61, 21.55)
N (-23.57, -5.54, 22.10)
C (-16.61, -2.87, 22.53)
H (-22.17, -7.96, 20.12)
C (-18.30, -3.46, 27.66)
C (-16.94, -2.76, 20.94)
H (-18.59, -5.39, 29.69)
H (-15.43, -10.54, 21.86)
C (-15.90, -1.83, 20.25)
H (-16.24, -5.92, 22.59)
C (-25.07, -7.27, 29.91)
C (-22.82, -3.67, 20.66)
C (-25.06, -0.32, 31.20)
H (-17.47, -0.50, 24.39)
C (-21.72, -4.09, 22.84)
H (-15.63, -4.20, 23.91)
C (-16.75, -5.87, 35.26)
H (-22.96, -5.78, 27.43)
N (-19.21, 2.37, 24.99)
H (-18.19, -4.02, 19.06)
H (-18.67, -2.52, 27.26)
H (-17.94, -5.70, 31.85)
H (-26.20, -1.66, 28.60)
H (-17.33, -11.27, 25.71)
H (-23.21, 0.46, 28.22)
C (-24.22, 0.89, 30.65)
C (-20.32, 0.37, 30.27)
H (-14.91, -1.94, 20.70)
H (-23.21, -6.59, 19.76)
H (-20.60, 2.77, 27.03)
C (-20.99, -5.52, 28.24)
H (-16.07, -0.76, 20.39)
N (-22.88, 0.59, 30.13)
C (-22.15, -6.43, 27.75)
N (-23.71, -2.65, 27.26)
H (-19.43, -1.49, 25.46)
H (-21.18, -4.37, 25.58)
H (-20.11, 1.33, 29.82)
N (-25.59, -1.74, 27.80)
C (-23.09, 1.48, 32.94)
C (-15.47, -5.41, 33.02)
H (-24.00, -3.28, 23.88)
C (-18.97, -9.70, 24.13)
H (-14.05, -3.86, 20.07)
H (-19.79, -0.80, 23.98)
H (-16.66, -1.06, 34.06)
C (-14.55, -4.81, 19.85)
H (-21.33, 2.20, 32.08)
H (-19.63, -10.27, 24.78)
C (-23.99, 1.87, 31.78)
C (-15.39, -4.58, 31.67)
H (-16.36, -1.91, 22.97)
H (-14.65, -5.00, 33.61)
H (-25.37, -0.92, 27.26)
H (-25.91, 2.29, 30.02)
H (-14.38, -4.70, 31.28)
H (-22.09, -4.80, 30.08)
O (-25.02, -3.81, 28.39)
H (-14.49, -10.21, 23.35)
H (-15.50, -13.17, 23.23)
N (-17.22, -3.78, 33.91)
H (-17.34, -6.61, 20.76)
H (-23.12, 2.26, 33.70)
O (-17.47, -12.00, 21.72)
H (-21.07, 1.20, 23.17)
H (-21.11, -3.24, 22.56)
C (-15.61, -5.18, 22.09)
H (-17.96, -8.33, 22.18)
H (-20.08, -11.44, 21.42)
H (-21.86, -6.89, 26.80)
H (-19.67, -8.87, 24.05)
H (-18.23, -3.81, 31.14)
H (-16.99, -5.98, 27.69)
C (-16.86, 2.41, 24.95)
H (-26.11, -0.18, 30.94)
H (-17.86, -12.87, 21.81)
H (-21.07, -10.39, 22.46)
H (-21.57, -1.90, 30.67)
H (-16.66, -0.65, 32.50)
H (-15.81, -7.34, 20.37)
H (-22.75, -9.01, 22.26)
H (-22.36, -2.69, 20.65)
C (-15.51, -3.88, 22.88)
O (-17.23, -3.99, 18.95)
H (-20.43, -11.91, 23.11)
C (-21.45, -6.60, 22.64)
C (-21.34, 2.52, 26.27)
H (-18.54, -2.13, 31.14)
C (-16.53, -11.15, 23.68)
H (-23.45, 0.61, 33.48)
H (-19.26, -3.17, 32.44)
N (-17.75, -11.38, 22.87)
H (-23.48, 2.77, 31.44)
H (-16.81, 3.47, 24.70)
C (-16.89, -10.51, 25.05)
H (-24.95, -3.11, 22.41)
C (-17.89, -5.98, 32.90)
H (-16.79, -6.44, 19.16)
C (-16.85, -5.22, 33.76)
C (-20.43, 0.36, 25.71)
O (-20.97, -3.92, 26.40)
H (-17.78, -3.44, 35.57)
C (-18.79, -10.29, 22.80)
C (-19.42, -0.52, 24.96)
H (-21.47, 3.00, 23.56)
H (-18.11, -7.12, 29.50)
H (-20.28, -7.60, 28.61)
H (-23.50, -8.02, 23.56)
C (-22.79, -6.77, 21.90)